(1)
This record from OMol25 describes C26H34FeIN5O3 as an isolated structure. The level of theory is ωB97M-V/def2-TZVPD.

Geometry (Å):
1 Fe 0.177 -0.041 0.374
2 C 1.271 -2.965 0.394
3 N 1.787 -1.758 1.071
4 C 3.135 -1.520 0.521
5 C 3.926 -0.335 1.052
6 C 3.225 1.016 1.222
7 N 1.970 1.255 0.486
8 C 1.846 2.456 0.027
9 C 0.636 3.122 -0.362
10 C 0.730 4.336 -1.079
11 C -0.383 5.093 -1.332
12 C -1.619 4.682 -0.802
13 C -1.734 3.531 -0.063
14 C -0.617 2.697 0.147
15 O -0.746 1.582 0.818
16 C 1.819 -2.096 2.510
17 C 1.812 -0.950 3.513
18 C 0.608 -0.001 3.370
19 N -0.326 -0.481 2.365
20 C -1.472 -0.924 2.716
21 C -2.476 -1.475 1.836
22 C -3.693 -1.877 2.407
23 C -4.678 -2.472 1.655
24 C -4.444 -2.697 0.297
25 C -3.253 -2.318 -0.290
26 C -2.253 -1.679 0.456
27 O -1.130 -1.329 -0.147
28 H 1.880 -3.838 0.660
29 H 1.314 -2.834 -0.681
30 H 0.239 -3.145 0.683
31 H 3.012 -1.410 -0.551
32 H 3.740 -2.423 0.681
33 H 4.761 -0.210 0.360
34 H 4.382 -0.587 2.012
35 H 3.935 1.807 0.969
36 H 2.979 1.171 2.270
37 H 2.742 3.083 -0.012
38 H 1.705 4.664 -1.424
39 H -0.309 6.014 -1.894
40 H -2.499 5.290 -0.974
41 H -2.687 3.213 0.341
42 H 2.680 -2.746 2.706
43 H 0.931 -2.699 2.705
44 H 2.741 -0.390 3.498
45 H 1.774 -1.423 4.496
46 H 0.934 0.991 3.053
47 H 0.097 0.119 4.328
48 H -1.731 -0.912 3.778
49 H -3.847 -1.712 3.469
50 H -5.612 -2.773 2.109
51 H -5.202 -3.182 -0.306
52 H -3.067 -2.506 -1.340
53 C 1.716 -1.817 -3.520
54 C 0.587 -1.290 -2.667
55 O 1.123 -0.562 -1.522
56 H 1.308 -2.374 -4.364
57 H 2.366 -2.485 -2.953
58 H 2.323 -1.004 -3.925
59 H -0.019 -2.082 -2.240
60 H -0.072 -0.630 -3.226
61 H 1.626 0.195 -1.848
62 I -4.837 0.906 -4.311
63 C -3.017 1.275 -3.423
64 C -2.084 2.216 -3.777
65 N -1.049 2.061 -2.923
66 N -1.271 1.098 -2.011
67 C -2.459 0.607 -2.314
68 H -2.079 2.961 -4.557
69 H -0.293 2.711 -2.774
70 H -2.881 -0.203 -1.742

Summary:
HOMO energy (spin up / spin down) ... -10.8 / -10.9 eV
Frontier orbital gap (spin up / spin down) ... 8.1 / 7.3 eV
Energy relative to the best compared isomer or geometry (same formula, charge and spin) ... 18.4 kcal/mol
Spin multiplicity ... 6
Total charge ... +1

Quick look at the natural (NBO) charges, all values in e: 1.861, -0.412, -0.485, -0.214, -0.420, -0.227, -0.595, 0.207, -0.296, -0.152, -0.272, -0.154, -0.226, 0.397, -0.783, -0.223, -0.416, -0.235, -0.543, 0.203, -0.181, -0.134, -0.255, -0.139, -0.281, 0.347, -0.816, 0.192, 0.208, 0.222, 0.215, 0.196, 0.228, 0.218, 0.203, 0.202, 0.181, 0.220, 0.232, 0.229, 0.232, 0.204, 0.213, 0.209, 0.233, 0.209, 0.207, 0.184, 0.215, 0.229, 0.226, 0.225, -0.636, -0.067, -0.773, 0.239, 0.213, 0.209, 0.210, 0.201, 0.492, 0.209, -0.294, -0.059, -0.327, -0.340, -0.054, 0.239, 0.423, 0.228

***

(2)
This record from OMol25 describes a 5-piece molecular cluster, C26H34IN5O5P overall. The level of theory is ωB97M-V/def2-TZVPD.

Geometry (Å):
1 O 0.969 3.495 -5.405
2 C 1.525 2.498 -5.081
3 O 1.100 1.243 -5.387
4 C 2.921 2.553 -4.446
5 N 3.082 2.105 -3.002
6 C 2.024 1.162 -2.479
7 C 2.496 0.379 -1.251
8 C 1.928 0.807 0.095
9 I -0.193 0.663 0.121
10 C 3.387 3.250 -2.080
11 P 2.016 4.323 -1.516
12 O 1.667 4.127 -0.115
13 O 0.890 4.044 -2.596
14 O 2.596 5.765 -1.861
15 H 0.281 1.018 -4.927
16 H 3.260 3.580 -4.532
17 H 3.590 1.928 -5.040
18 H 3.930 1.538 -2.988
19 H 1.833 0.462 -3.288
20 H 1.105 1.710 -2.276
21 H 2.205 -0.665 -1.398
22 H 3.596 0.373 -1.208
23 H 2.215 1.795 0.446
24 H 2.261 0.085 0.836
25 H 4.139 3.879 -2.555
26 H 3.833 2.839 -1.173
27 H 0.346 4.816 -2.811
28 H 2.446 6.377 -1.124
29 N 1.516 -2.771 -1.507
30 C 2.054 -3.342 -2.585
31 C 1.505 -4.439 -3.228
32 C 0.331 -4.976 -2.724
33 C -0.240 -4.399 -1.602
34 C 0.388 -3.302 -1.032
35 H 2.978 -2.901 -2.949
36 H 1.989 -4.860 -4.099
37 H -0.130 -5.836 -3.193
38 H -1.145 -4.802 -1.171
39 H -0.030 -2.822 -0.154
40 N -1.465 -7.074 0.042
41 C -0.536 -8.024 -0.035
42 C -0.727 -9.322 0.412
43 C -1.950 -9.653 0.973
44 C -2.927 -8.675 1.061
45 C -2.636 -7.407 0.582
46 H 0.411 -7.728 -0.476
47 H 0.066 -10.052 0.322
48 H -2.138 -10.656 1.334
49 H -3.896 -8.887 1.491
50 H -3.379 -6.618 0.634
51 N -0.788 5.382 3.335
52 C -0.507 5.100 2.064
53 C -1.474 5.000 1.074
54 C -2.803 5.199 1.415
55 C -3.109 5.483 2.735
56 C -2.069 5.557 3.650
57 H 0.537 4.944 1.826
58 H -1.185 4.757 0.060
59 H -3.585 5.122 0.671
60 H -4.131 5.629 3.056
61 H -2.273 5.767 4.695
62 N -2.960 1.308 3.904
63 C -3.280 0.255 4.653
64 C -3.107 0.209 6.028
65 C -2.570 1.317 6.663
66 C -2.231 2.421 5.897
67 C -2.447 2.368 4.528
68 H -3.698 -0.595 4.124
69 H -3.389 -0.674 6.585
70 H -2.418 1.320 7.735
71 H -1.805 3.308 6.347
72 H -2.197 3.211 3.900

Summary:
HOMO energy ... -10.9 eV
Frontier orbital gap ... 7.8 eV
Spin multiplicity ... 1
Total charge ... +1

Quick look at the Löwdin charges, all values in e: 0.176, -0.495, 0.102, 0.016, -0.089, -0.148, -0.285, -0.627, 0.870, -0.104, 0.439, -0.242, -0.102, -0.094, 0.139, 0.139, 0.153, 0.175, 0.127, 0.072, 0.063, 0.125, 0.023, 0.051, 0.119, 0.121, 0.122, 0.112, 0.032, -0.166, -0.070, -0.066, -0.061, -0.146, 0.098, 0.103, 0.111, 0.084, 0.086, 0.046, -0.155, -0.069, -0.073, -0.069, -0.151, 0.101, 0.103, 0.108, 0.104, 0.104, 0.061, -0.156, -0.078, -0.072, -0.073, -0.187, 0.079, 0.082, 0.107, 0.108, 0.109, 0.055, -0.161, -0.075, -0.078, -0.065, -0.147, 0.101, 0.101, 0.106, 0.102, 0.068

***

(3)
This record from OMol25 describes C26H34IrN6O4PS2 as an isolated structure at a distorted geometry. The level of theory is ωB97M-V/def2-TZVPD.

Geometry (Å):
1 Ir 0.186 0.025 -0.227
2 N 3.302 2.120 2.202
3 C 2.283 1.676 1.444
4 S 2.105 -0.047 1.335
5 N 1.527 2.542 0.865
6 N 0.452 2.150 0.153
7 C -0.228 3.108 -0.406
8 C -1.480 3.046 -1.057
9 C -2.055 4.266 -1.488
10 C -3.303 4.319 -2.038
11 C -4.026 3.126 -2.219
12 C -3.498 1.926 -1.829
13 C -2.215 1.838 -1.227
14 O -1.774 0.681 -0.872
15 H 3.899 1.470 2.677
16 H 3.447 3.108 2.315
17 H 0.199 4.101 -0.305
18 H -1.492 5.181 -1.347
19 H -3.735 5.267 -2.325
20 H -5.005 3.159 -2.680
21 H -4.032 0.995 -1.967
22 O -5.776 2.672 5.533
23 S -5.544 2.377 6.914
24 O -6.634 1.860 7.686
25 O -4.514 3.147 7.590
26 C -4.348 0.823 6.839
27 N -4.159 0.180 7.946
28 C -3.244 -0.785 7.869
29 C -2.563 -1.046 6.686
30 C -2.855 -0.262 5.575
31 N -3.783 0.702 5.693
32 C -2.194 -0.346 4.254
33 C -2.445 0.655 3.316
34 C -1.820 0.601 2.088
35 N -0.978 -0.380 1.742
36 C -0.733 -1.335 2.638
37 C -1.315 -1.363 3.890
38 H -3.054 -1.335 8.781
39 H -1.813 -1.823 6.654
40 H -3.129 1.456 3.553
41 H -2.010 1.366 1.351
42 H -0.041 -2.114 2.344
43 H -1.090 -2.182 4.558
44 C 0.882 -2.974 -1.683
45 C 1.880 -2.056 -2.402
46 C 3.245 -2.122 -1.719
47 P 1.128 -0.361 -2.438
48 C 0.004 -0.532 -3.915
49 C -1.008 0.607 -4.055
50 C 0.763 -0.743 -5.227
51 C 2.483 0.810 -2.939
52 C 1.934 2.092 -3.574
53 C 3.321 1.208 -1.718
54 H 1.315 -3.962 -1.531
55 H -0.043 -3.098 -2.247
56 H 0.630 -2.560 -0.694
57 H 1.996 -2.383 -3.436
58 H 3.185 -1.779 -0.685
59 H 3.992 -1.532 -2.249
60 H 3.588 -3.157 -1.708
61 H -0.562 -1.443 -3.693
62 H -0.557 1.497 -4.489
63 H -1.444 0.876 -3.099
64 H -1.819 0.292 -4.712
65 H 1.462 0.066 -5.430
66 H 0.040 -0.765 -6.043
67 H 1.314 -1.681 -5.254
68 H 3.110 0.273 -3.657
69 H 1.125 2.507 -2.969
70 H 1.567 1.945 -4.587
71 H 2.730 2.837 -3.619
72 H 2.794 1.974 -1.150
73 H 4.274 1.627 -2.045
74 H 3.526 0.374 -1.053

Summary:
HOMO energy (spin up / spin down) ... -10.5 / -10.5 eV
Frontier orbital gap (spin up / spin down) ... 5.7 / 4.4 eV
Energy relative to the best compared isomer or geometry (same formula, charge and spin) ... 66.6 kcal/mol
Spin multiplicity ... 2
Total charge ... +1

Quick look at the Löwdin charges, all values in e: 1.014, 0.094, -0.859, 0.625, -0.019, -0.114, -0.057, -0.158, -0.035, -0.077, -0.050, -0.012, -0.411, -0.240, 0.088, 0.112, 0.144, 0.118, 0.108, 0.115, 0.123, -0.259, 0.544, -0.230, -0.199, -0.289, 0.166, -0.048, 0.042, -0.169, 0.187, -0.116, 0.043, -0.090, -0.069, -0.140, 0.020, 0.129, 0.116, 0.126, 0.100, 0.109, 0.118, -0.110, -0.524, -0.106, 0.989, -0.496, -0.091, -0.087, -0.508, -0.098, -0.132, 0.092, 0.075, 0.045, 0.103, 0.035, 0.078, 0.090, 0.105, 0.075, 0.031, 0.095, 0.067, 0.093, 0.071, 0.116, 0.071, 0.061, 0.092, 0.054, 0.096, 0.019

***

no.,molecular weight (g/mol),electronic energy (Eh)
1,647.34,-3071.86525
2,654.47,-2299.99862
3,781.92,-2882.40067